1.
23
Properties=species:S:1:pos:R:3 method="wB97M-V/def2-TZVPD" homo_energy_ha=-0.3334 spin_multiplicity=1 e_above_lowest_kj_mol=8.8 smiles="N=C(N)N.CC(C)C" energy_ev=-9899.060
N 2.731 1.937 2.630
C 2.659 1.247 1.561
N 2.428 -0.116 1.487
N 2.894 1.845 0.329
H 2.674 1.340 3.453
H 1.995 -0.511 2.309
H 2.110 -0.510 0.620
H 2.218 1.583 -0.376
H 2.955 2.846 0.443
C -1.062 0.409 -0.126
C -1.878 -0.799 -0.580
C -2.810 -0.474 -1.756
C -0.917 -1.933 -0.944
H -0.409 0.055 0.678
H -0.397 0.764 -0.920
H -1.627 1.270 0.226
H -2.515 -1.112 0.253
H -3.184 -1.397 -2.200
H -2.257 0.037 -2.548
H -3.628 0.146 -1.400
H -0.316 -2.272 -0.099
H -1.449 -2.795 -1.343
H -0.217 -1.560 -1.697


2.
10
Properties=species:S:1:pos:R:3 method="wB97M-V/def2-TZVPD" homo_energy_ha=-0.3135 spin_multiplicity=1 e_above_lowest_kj_mol=171.5 energy_ev=-5150.142
C 0.638 0.430 -0.915
C 0.491 -0.839 -0.060
N -0.308 -0.995 0.911
N -1.114 0.045 1.197
H 1.034 1.225 -0.285
H -0.319 0.745 -1.387
H 1.379 0.306 -1.677
H 1.217 -1.661 -0.223
H -1.941 -0.168 1.774
H -1.078 0.912 0.665


3.
39
Properties=species:S:1:pos:R:3 method="wB97M-V/def2-TZVPD" s2=6.0123 homo_energy_ha="-0.4423 / -0.4572" spin_multiplicity=5 total_charge=+1 energy_ev=-62606.225
Cr 0.201 0.474 0.483
C 2.222 -0.115 -1.464
O 0.881 0.219 -1.805
C 0.214 -0.749 -2.599
C -0.219 -1.939 -1.731
O -0.869 -1.470 -0.565
C -2.266 -1.258 -0.703
H 2.764 -0.451 -2.353
H 2.279 -0.902 -0.695
H 2.674 0.805 -1.090
H 0.854 -1.078 -3.426
H -0.664 -0.229 -2.994
H 0.650 -2.506 -1.380
H -0.874 -2.611 -2.296
H -2.711 -2.048 -1.311
H -2.488 -0.287 -1.156
H -2.668 -1.301 0.307
C 2.000 -1.038 3.807
C 1.094 -0.489 2.738
O 0.008 -1.038 2.460
O 1.433 0.562 2.108
H 1.443 -1.693 4.472
H 2.446 -0.220 4.363
H 2.802 -1.613 3.346
C -2.623 5.650 -0.359
C -3.255 4.300 -0.720
C -2.698 3.222 0.133
N -1.666 2.506 -0.110
N -1.342 1.629 0.854
C -2.179 1.645 1.882
N -2.100 0.798 2.903
S -3.429 2.841 1.699
H -3.094 6.432 -0.946
H -1.561 5.638 -0.583
H -2.763 5.868 0.697
H -3.047 4.066 -1.765
H -4.338 4.353 -0.583
H -1.364 0.088 2.891
H -2.688 0.917 3.708


4.
7
Properties=species:S:1:pos:R:3 method="wB97M-V/def2-TZVPD" s2=2.0066 homo_energy_ha="-0.2501 / -0.3796" spin_multiplicity=3 e_above_lowest_kj_mol=0.0 energy_ev=-85136.787
C -0.477 -0.025 -0.344
N 0.082 -0.807 0.646
Cl 1.612 1.614 -1.113
Br -1.806 1.217 -0.001
H -0.452 -0.233 -1.467
H 0.015 -0.632 1.632
H 1.027 -1.134 0.646


5.
113
Properties=species:S:1:pos:R:3 method="wB97M-V/def2-TZVPD" s2=8.7626 homo_energy_ha="-0.0365 / -0.0618" spin_multiplicity=6 e_above_lowest_kj_mol=0.0 total_charge=-2 energy_ev=-142941.511
Mn 0.169 0.379 -0.633
C 1.664 3.518 0.991
Si 0.362 2.164 1.226
C -1.317 3.095 1.421
C -1.376 4.486 1.566
C -2.577 5.177 1.596
C -3.776 4.488 1.474
C -3.755 3.111 1.327
C -2.548 2.416 1.301
P -2.468 0.592 1.105
C -4.029 0.086 0.282
C -3.878 -0.547 -0.951
C -4.989 -1.017 -1.643
C -6.255 -0.872 -1.101
C -6.416 -0.262 0.138
C -5.309 0.209 0.826
C -2.812 0.050 2.827
C -2.393 0.785 3.935
C -2.543 0.279 5.220
C -3.132 -0.961 5.422
C -3.582 -1.689 4.327
C -3.419 -1.190 3.045
C 0.676 1.572 3.039
C 0.550 2.448 4.125
C 0.733 2.033 5.433
C 1.054 0.705 5.690
C 1.197 -0.182 4.637
C 1.013 0.239 3.315
P 1.265 -0.893 1.873
C 3.060 -0.682 1.572
C 3.535 -1.078 0.325
C 4.889 -1.000 0.031
C 5.777 -0.513 0.978
C 5.309 -0.101 2.219
C 3.957 -0.184 2.515
C 1.257 -2.516 2.744
C 2.332 -3.393 2.809
C 2.196 -4.636 3.419
C 0.985 -5.011 3.980
C -0.098 -4.138 3.921
C 0.036 -2.911 3.298
H 1.689 4.287 1.771
H 1.520 3.985 0.014
H 2.642 3.030 0.956
H -0.449 5.044 1.633
H -2.579 6.257 1.698
H -4.720 5.020 1.479
H -4.691 2.579 1.211
H -2.881 -0.703 -1.354
H -4.853 -1.510 -2.597
H -7.121 -1.246 -1.635
H -7.404 -0.165 0.573
H -5.435 0.653 1.807
H -1.935 1.755 3.793
H -2.184 0.858 6.061
H -3.239 -1.359 6.424
H -4.055 -2.655 4.470
H -3.767 -1.766 2.198
H 0.287 3.483 3.930
H 0.626 2.736 6.252
H 1.194 0.361 6.709
H 1.454 -1.212 4.849
H 2.846 -1.422 -0.434
H 5.235 -1.292 -0.952
H 6.833 -0.434 0.743
H 5.998 0.298 2.955
H 3.594 0.149 3.480
H 3.280 -3.107 2.367
H 3.042 -5.313 3.453
H 0.879 -5.980 4.454
H -1.050 -4.421 4.356
H -0.812 -2.238 3.240
C -1.662 0.897 -3.898
Si -0.694 -0.703 -3.740
C -2.090 -1.967 -4.185
C 0.402 -1.112 -5.235
N -0.275 -1.082 -2.081
C 0.499 -2.185 -1.812
C 1.649 -2.538 -2.564
C 2.442 -3.628 -2.260
C 2.158 -4.436 -1.161
C 1.053 -4.118 -0.388
C 0.248 -3.040 -0.714
O -0.836 -2.790 0.139
C -1.970 -3.502 -0.101
C -2.376 -3.836 -1.387
C -3.582 -4.492 -1.575
C -4.383 -4.834 -0.492
C -3.953 -4.525 0.792
C -2.747 -3.870 0.991
H -2.330 0.819 -4.763
H -1.017 1.763 -4.000
H -2.284 1.057 -3.013
H -2.451 -1.753 -5.198
H -2.948 -1.953 -3.510
H -1.689 -2.987 -4.208
H -0.049 -0.603 -6.094
H 0.387 -2.186 -5.441
H 1.424 -0.756 -5.147
H 1.928 -1.875 -3.371
H 3.314 -3.832 -2.871
H 2.791 -5.276 -0.901
H 0.791 -4.699 0.490
H -1.756 -3.555 -2.224
H -3.900 -4.722 -2.585
H -5.331 -5.335 -0.647
H -4.559 -4.798 1.648
H -2.386 -3.637 1.983
O 1.282 0.982 -3.709
S 1.560 1.774 -2.495
O 2.395 2.934 -2.745
O 0.221 2.165 -1.899
O 2.165 0.866 -1.450


6.
100
Properties=species:S:1:pos:R:3 method="wB97M-V/def2-TZVPD" homo_energy_ha=-0.3267 spin_multiplicity=1 e_above_lowest_kj_mol=558.6 energy_ev=-60117.401
C 0.704 -0.639 -0.316
C -0.454 -0.039 0.396
O -1.242 0.641 -0.508
H 0.509 -1.362 -1.061
H 1.446 -1.056 0.382
H 1.264 0.223 -0.705
H -0.142 0.692 1.160
H -0.959 -0.846 0.909
H -1.603 -0.107 -0.989
C -3.777 2.409 3.282
C -2.797 1.779 2.349
O -2.687 2.639 1.222
H -3.884 1.867 4.186
H -4.786 2.577 2.827
H -3.583 3.449 3.542
H -3.149 0.805 1.950
H -1.792 1.657 2.819
H -2.307 2.111 0.540
C -0.762 -1.818 -3.412
C -2.212 -2.272 -3.277
O -2.596 -2.094 -1.927
H -0.450 -1.839 -4.476
H -0.010 -2.433 -2.888
H -0.667 -0.839 -3.097
H -2.316 -3.298 -3.636
H -2.922 -1.690 -3.936
H -1.981 -2.573 -1.290
C 0.394 4.670 -1.462
C -0.127 3.584 -0.526
O 0.908 2.731 -0.159
H 1.168 5.230 -0.953
H -0.483 5.277 -1.748
H 0.863 4.223 -2.340
H -1.024 3.123 -0.965
H -0.471 4.132 0.346
H 0.440 1.960 0.123
C 1.195 -2.587 3.675
O 1.515 -2.346 5.050
N 1.412 -3.788 3.111
N 0.764 -1.683 2.818
H 1.764 -4.675 3.632
H 1.282 -3.894 2.092
H 0.559 -0.740 3.130
H 0.623 -1.903 1.847
C 0.978 1.238 4.610
O 0.618 1.018 3.294
N 1.118 2.497 5.026
N 1.284 0.334 5.419
H 0.789 3.296 4.419
H 1.502 2.833 5.920
H 1.442 -0.639 5.114
H 1.303 0.537 6.400
C -0.589 -3.703 -0.191
O 0.667 -3.385 0.380
N -0.726 -4.315 -1.341
N -1.715 -3.336 0.320
H 0.163 -4.722 -1.660
H -1.582 -4.525 -1.798
H -1.663 -3.225 1.345
H -2.567 -3.743 -0.045
C 2.832 -0.007 -3.221
O 1.615 0.533 -2.901
N 3.104 -0.569 -4.380
N 3.802 -0.200 -2.387
H 2.345 -0.724 -5.131
H 4.009 -0.949 -4.633
H 3.567 0.227 -1.432
H 4.587 -0.855 -2.483
C 2.310 -3.689 -2.647
O 1.778 -4.935 -2.478
N 2.444 -3.126 -3.792
N 2.555 -2.847 -1.689
H 2.026 -3.562 -4.642
H 2.830 -2.157 -3.872
H 2.403 -3.139 -0.778
H 2.842 -1.897 -1.913
C -4.378 0.218 -0.654
O -4.052 -0.999 0.036
H -3.597 0.887 -0.368
H -5.292 0.601 -0.198
H -4.483 0.051 -1.714
H -3.811 -1.608 -0.692
C -0.586 4.095 3.219
O 0.621 4.768 3.611
H -1.229 3.926 4.100
H -0.323 3.236 2.623
H -1.039 4.881 2.551
H 0.485 5.672 3.391
C -2.059 1.248 -3.838
O -0.961 2.006 -3.509
H -1.645 0.511 -4.481
H -2.866 1.744 -4.290
H -2.576 0.746 -3.027
H -0.313 1.487 -3.079
C 4.246 0.202 1.133
O 3.483 0.831 0.070
H 5.270 0.498 1.155
H 4.154 -0.830 1.088
H 3.720 0.525 2.063
H 3.572 1.801 0.251


7.
47
Properties=species:S:1:pos:R:3 method="wB97M-V/def2-TZVPD" homo_energy_ha=-0.4849 spin_multiplicity=1 total_charge=+1 energy_ev=-112794.130
C -1.003 2.835 0.295
C 0.324 2.328 -0.411
C 1.269 1.627 0.635
S 1.353 -0.199 0.554
C 0.400 -0.881 -0.851
C -1.173 -0.822 -0.683
C -1.883 0.065 -1.770
Br -3.637 -0.803 -2.172
O 0.554 -0.702 1.944
B 0.594 -2.133 2.072
O -0.525 -2.736 2.673
O 1.626 -2.973 1.639
H -1.724 3.225 -0.460
H -0.699 3.685 0.945
H -1.431 1.995 0.886
H 0.133 1.755 -1.341
H 0.852 3.259 -0.732
H 2.283 2.079 0.559
H 0.879 1.891 1.651
H 0.733 -1.934 -0.981
H 0.726 -0.305 -1.756
H -1.412 -0.454 0.344
H -1.620 -1.840 -0.747
H -2.136 1.043 -1.319
H -1.276 0.134 -2.693
H -1.043 -2.013 3.055
H 2.424 -2.854 2.169
C -2.078 -0.780 -6.459
C -2.270 0.605 -7.010
O -1.754 1.431 -5.964
C -0.885 0.684 -5.249
O -0.158 1.118 -4.405
O -0.945 -0.620 -5.604
H -1.880 -1.517 -7.235
H -2.928 -1.115 -5.860
H -1.689 0.781 -7.918
H -3.315 0.837 -7.209
C 2.063 -1.606 5.829
C 1.796 -0.245 5.241
O 2.344 0.634 6.213
C 3.286 -0.063 6.907
O 4.045 0.420 7.675
O 3.238 -1.387 6.600
H 2.234 -2.368 5.068
H 1.261 -1.941 6.490
H 2.316 -0.089 4.290
H 0.733 -0.052 5.099


8.
12
Properties=species:S:1:pos:R:3 method="wB97M-V/def2-TZVPD" homo_energy_ha="-0.6209 / -0.6112" spin_multiplicity=1 total_charge=+2 energy_ev=-14329.482
H 3.433 -2.903 0.539
C -0.486 1.459 0.044
C -0.493 1.061 -1.390
C -0.036 0.036 -0.416
C 0.320 -1.084 0.058
O 0.491 -2.110 0.651
O -1.622 1.595 0.722
H 0.372 2.054 0.381
H 0.274 1.472 -2.051
H -1.471 0.885 -1.846
Bi -2.669 0.796 2.035
Li 1.886 -3.261 1.274


9.
55
Properties=species:S:1:pos:R:3 method="wB97M-V/def2-TZVPD" homo_energy_ha=-0.2906 spin_multiplicity=1 e_above_lowest_kj_mol=18.2 smiles="CSCC[C@H](NC(=O)Cc1c(C)c2c(cc(C)c3c(C)c(C)oc32)oc1=O)C(=O)O" energy_ev=-47832.138
C -3.255 -3.022 -0.074
S -4.258 -2.420 1.313
C -5.496 -1.399 0.445
C -4.902 -0.304 -0.422
C -4.166 0.784 0.361
N -3.560 1.691 -0.598
C -2.613 2.566 -0.184
O -2.502 2.955 0.960
C -1.639 2.947 -1.296
C -0.658 1.804 -1.313
C 0.465 1.772 -0.537
C 0.779 2.904 0.386
C 1.323 0.623 -0.628
C 0.924 -0.449 -1.440
C 1.682 -1.618 -1.578
C 2.883 -1.793 -0.931
C 3.666 -3.054 -1.100
C 3.330 -0.735 -0.117
C 4.501 -0.519 0.688
C 5.655 -1.436 0.904
C 4.356 0.721 1.229
C 5.229 1.506 2.143
O 3.189 1.303 0.834
C 2.558 0.432 0.022
O -0.232 -0.414 -2.137
C -1.058 0.653 -2.099
O -2.107 0.575 -2.720
C -3.033 0.213 1.220
O -1.990 -0.184 0.760
O -3.291 0.294 2.516
H -2.553 -2.250 -0.380
H -2.711 -3.885 0.295
H -3.907 -3.314 -0.891
H -6.103 -2.073 -0.162
H -6.113 -0.984 1.242
H -5.709 0.171 -0.987
H -4.203 -0.738 -1.141
H -4.845 1.331 1.025
H -3.415 1.302 -1.528
H -1.153 3.893 -1.070
H -2.156 3.002 -2.254
H -0.121 3.201 0.920
H 1.538 2.624 1.106
H 1.143 3.762 -0.181
H 1.284 -2.388 -2.220
H 4.650 -2.841 -1.513
H 3.148 -3.735 -1.770
H 3.804 -3.548 -0.140
H 6.155 -1.656 -0.038
H 5.324 -2.376 1.341
H 6.373 -0.976 1.577
H 4.770 2.473 2.330
H 6.211 1.661 1.700
H 5.359 0.988 3.092
H -2.546 -0.039 3.040


10.
27
Properties=species:S:1:pos:R:3 method="wB97M-V/def2-TZVPD" homo_energy_ha=-0.3012 spin_multiplicity=1 e_above_lowest_kj_mol=128.5 smiles=CCCCNP(N)S.CC#N energy_ev=-31074.404
C 0.605 3.852 -1.122
C -0.166 3.848 0.198
C -1.021 2.541 0.524
C -0.190 1.399 0.794
N -0.926 0.138 0.652
P -0.320 -1.383 0.311
N 1.136 -1.418 1.266
S 0.781 -0.935 -1.332
H -0.027 3.497 -1.887
H 1.040 4.721 -1.447
H 1.309 3.045 -0.880
H 0.412 4.041 0.991
H -1.023 4.669 0.087
H -1.798 2.851 1.310
H -1.722 2.567 -0.385
H 0.280 1.365 1.809
H 0.717 1.325 0.061
H -1.840 0.140 1.127
H 1.102 -1.450 2.316
H 1.793 -2.013 0.725
H -0.268 -0.472 -1.968
C -0.362 -5.495 -0.849
C 0.676 -5.125 0.062
N 1.609 -4.900 0.713
H -0.404 -4.528 -1.442
H -1.386 -5.752 -0.352
H -0.007 -6.526 -1.281


11.
21
Properties=species:S:1:pos:R:3 method="wB97M-V/def2-TZVPD" homo_energy_ha=-0.3527 spin_multiplicity=1 e_above_lowest_kj_mol=277.3 energy_ev=-11989.597
O 0.646 -1.745 0.373
C -0.271 -1.093 -0.169
C -0.192 0.286 -0.566
C -1.095 0.307 0.788
C -1.209 1.868 1.091
N -0.887 0.677 -1.755
H -1.052 -1.686 -0.624
H 0.777 0.751 -0.409
H -0.672 0.023 1.738
H -2.132 0.009 0.670
H -1.749 2.376 0.287
H -1.839 1.954 1.957
H -0.215 2.266 1.243
H -0.183 0.743 -2.478
H -1.365 1.566 -1.678
H 2.684 0.071 2.131
H 1.573 -0.615 1.252
O 1.852 0.231 1.676
H 1.244 -2.423 -1.326
H 2.508 -2.866 -2.006
O 1.578 -2.699 -2.195


12.
8
Properties=species:S:1:pos:R:3 method="wB97M-V/def2-TZVPD" homo_energy_ha="-0.4971 / -0.4966" spin_multiplicity=1 e_above_lowest_kj_mol=516.8 total_charge=+1 energy_ev=-20254.174
C -0.023 -0.841 -0.548
N -1.215 2.171 0.658
N 1.006 -1.091 -1.335
I 0.337 -1.281 1.599
I -0.755 1.436 2.292
H -2.193 2.117 0.607
H 0.994 -0.854 -2.343
H 1.848 -1.657 -0.929